(1)
The following is a DFT calculation (ωB97M-V/def2-TZVPD) of one molecule with the formula C8H6O4 in a non-equilibrium geometry.

Geometry as XYZ:
```
18
C8H6O4 (ωB97M-V/def2-TZVPD)
C -1.8584 1.3144 0.9456
C -0.7149 0.4702 0.4553
C -0.6445 0.2368 -0.8886
C 0.3016 -0.5323 -1.4689
C 0.2776 -0.8912 -2.8145
C 1.4392 -0.9515 -0.6701
C 1.4609 -0.7256 0.6798
C 0.3475 -0.0752 1.1986
H -0.9033 1.6268 2.6141
H -1.5190 0.6287 -1.5702
H 1.3689 -1.2114 -3.2649
H 2.3657 -1.4071 -1.0525
H 2.2298 -1.0924 1.3972
H 0.7438 -0.2483 3.1710
O -1.6169 2.0411 2.0834
O -2.8209 1.5048 0.2777
O -0.5507 -0.8414 -3.6470
O 0.0935 0.1537 2.5540
```

Output
SMILES string: O=Cc1ccc(O)c(C(=O)O)c1
spin multiplicity: 1
energy relative to the best compared isomer or geometry (same formula, charge and spin): 30.3 kcal per mole
charge: 0
orbital gap: 9.4 eV
E_HOMO: -0.3566 Ha

Charges computed using natural (NBO), reported in e:
1 C 0.788
2 C -0.251
3 C -0.068
4 C -0.242
5 C 0.441
6 C -0.092
7 C -0.320
8 C 0.378
9 H 0.506
10 H 0.268
11 H 0.065
12 H 0.231
13 H 0.231
14 H 0.502
15 O -0.686
16 O -0.538
17 O -0.502
18 O -0.712

(2)
The following is a DFT calculation (ωB97M-V/def2-TZVPD) of one molecule with the formula C8H6O4 in a non-equilibrium geometry.

Geometry as XYZ:
```
18
C8H6O4 (ωB97M-V/def2-TZVPD)
C -0.4953 1.6109 -0.0478
C -0.3406 0.9878 -1.2779
C 0.0227 -0.3638 -1.4215
C 0.1328 -1.0306 -2.7596
C 0.2382 -1.2187 -0.3734
C 0.0566 -0.6512 0.9367
C 0.4580 -1.4722 2.0437
C -0.2315 0.7740 1.1592
H -0.7919 3.2739 0.8999
H -0.3873 1.6436 -2.1608
H -0.2410 -0.4570 -3.7436
H 0.6507 -2.3061 -0.4485
H 0.5084 -1.0137 3.0550
H -0.1132 0.6661 2.9777
O -0.9616 2.8542 0.0705
O 0.9111 -1.9700 -3.0741
O 0.8344 -2.6585 1.8228
O -0.2505 1.3310 2.3415
```

Output
SMILES string: O=Cc1cc(O)c(O)c(C=O)c1
spin multiplicity: 1
energy relative to the best compared isomer or geometry (same formula, charge and spin): 59.0 kcal per mole
charge: 0
orbital gap: 8.4 eV
E_HOMO: -0.3315 Ha

Charges computed using natural (NBO), reported in e:
1 C 0.253
2 C -0.212
3 C -0.193
4 C 0.406
5 C -0.106
6 C -0.267
7 C 0.382
8 C 0.344
9 H 0.498
10 H 0.237
11 H 0.123
12 H 0.291
13 H 0.101
14 H 0.490
15 O -0.657
16 O -0.525
17 O -0.526
18 O -0.639

(3)
The following is a DFT calculation (ωB97M-V/def2-TZVPD) of C8H7CeN2O5S as an isolated structure in a non-equilibrium geometry.

Geometry as XYZ:
```
24
C8H7CeN2O5S (ωB97M-V/def2-TZVPD)
O -0.3153 4.2881 -2.2509
C -0.2788 3.3022 -2.8895
Ce -0.2048 -1.3953 -1.1460
C -0.3988 -3.6867 -2.4365
O -0.4772 -4.5345 -3.2254
C 0.0165 -1.3294 -3.6845
O 0.0283 -0.7969 -4.6961
C 1.5925 -2.2403 -3.0345
O 2.6100 -2.0798 -3.5587
C -2.2954 -2.0279 -2.6301
O -3.0642 -2.1900 -3.4654
H -1.0133 0.2101 -1.1289
S -0.6276 -1.5090 1.3998
C -0.0837 -0.0296 2.1849
N 1.1931 0.3583 2.3493
C 1.3268 1.5728 3.1585
C -0.1405 1.9813 3.3932
N -0.8856 0.8830 2.7524
H 1.9791 -0.2232 2.0787
H 1.8626 2.3464 2.5790
H 1.8424 1.3614 4.1197
H -0.3838 2.9280 2.8855
H -0.3890 2.0365 4.4724
H -1.8935 0.7747 2.7734
```

Output
spin multiplicity: 2
energy relative to the best compared isomer or geometry (same formula, charge and spin): 29.8 kcal per mole
charge: +2
orbital gap (spin up / spin down): 7.1 / 7.1 eV
E_HOMO (spin up / spin down): -0.6024 / -0.6025 Ha

Charges computed using Löwdin, reported in e:
1 O -0.006
2 C 0.029
3 Ce 0.771
4 C -0.052
5 O 0.222
6 C -0.211
7 O 0.289
8 C -0.092
9 O 0.264
10 C -0.039
11 O 0.224
12 H -0.166
13 S 0.646
14 C -0.685
15 N 0.042
16 C -0.095
17 C -0.086
18 N 0.063
19 H 0.156
20 H 0.137
21 H 0.144
22 H 0.136
23 H 0.143
24 H 0.167

(4)
The following is a DFT calculation (ωB97M-V/def2-TZVPD) of C8H7CrO6 as an isolated structure in a non-equilibrium geometry.

Geometry as XYZ:
```
22
C8H7CrO6 (ωB97M-V/def2-TZVPD)
O 1.8012 1.8984 -6.2403
C 1.2498 1.6269 -5.2804
Cr -0.2470 -0.2732 -1.4371
O -1.1413 1.9660 -3.2452
C -0.6239 1.1999 -2.5217
C -1.8535 -0.0271 -0.3842
O -2.7090 0.0616 0.4165
C 1.2925 -1.2086 -0.6392
O 2.0462 -1.9868 -0.2003
C -0.8429 -1.6384 -2.5344
O -1.1541 -2.5699 -3.1707
H 1.1991 0.0517 -2.0123
C -0.0399 -1.2024 2.8136
C 0.3117 0.1062 2.1674
C 0.1153 1.3710 2.9425
O 0.8168 0.1530 1.0267
H -0.1108 -1.0572 3.8995
H 0.7316 -1.9585 2.5831
H -1.0155 -1.5414 2.4331
H 0.9710 2.0443 2.7713
H -0.8189 1.8412 2.6058
H 0.0216 1.1435 4.0061
```

Output
spin multiplicity: 5
energy relative to the best compared isomer or geometry (same formula, charge and spin): 0.0 kcal per mole
charge: +1
orbital gap (spin up / spin down): 9.2 / 7.7 eV
E_HOMO (spin up / spin down): -0.4830 / -0.5141 Ha

Charges computed using natural (NBO), reported in e:
1 O -0.464
2 C 0.470
3 Cr 0.252
4 O -0.361
5 C 0.525
6 C 0.511
7 O -0.362
8 C 0.575
9 O -0.403
10 C 0.471
11 O -0.331
12 H 0.017
13 C -0.738
14 C 0.666
15 C -0.727
16 O -0.627
17 H 0.247
18 H 0.261
19 H 0.252
20 H 0.266
21 H 0.258
22 H 0.240

(5)
The following is a DFT calculation (ωB97M-V/def2-TZVPD) of an isolated ion of composition C8H7FN5 and charge -1 in a non-equilibrium geometry.

Geometry as XYZ:
```
21
C8H7FN5 (ωB97M-V/def2-TZVPD)
C 3.0934 0.9167 -0.7465
C 2.5019 -0.3400 -0.6998
C 2.3390 2.0589 -0.4249
C 1.2623 -0.4555 -0.0604
C 1.0366 1.9612 -0.0785
C 0.4513 0.6320 0.0959
C -2.4755 -1.3776 0.2218
C -0.8249 0.5639 0.7880
N -2.9381 -1.9867 1.3574
N -2.8556 -2.0281 -0.8692
N -3.4926 -3.1045 0.8982
N -3.5076 -3.1615 -0.3693
N -1.7262 -0.1870 0.0716
F -1.4217 1.8472 1.0636
H 4.1090 1.1550 -1.1168
H 2.8816 -1.2521 -1.0674
H 2.8123 3.0763 -0.3469
H 0.9282 -1.4666 0.1795
H 0.5738 2.8712 0.2315
H -0.8211 0.0997 1.8006
H -1.9260 0.1773 -0.9284
```

Output
SMILES string: F[C@@H](Nc1nn[n-]n1)c1ccccc1
spin multiplicity: 1
energy relative to the best compared isomer or geometry (same formula, charge and spin): 11.2 kcal per mole
charge: -1
orbital gap: 7.3 eV
E_HOMO: -0.1574 Ha

Charges computed using natural (NBO), reported in e:
1 C -0.230
2 C -0.208
3 C -0.224
4 C -0.192
5 C -0.200
6 C -0.049
7 C 0.385
8 C 0.314
9 N -0.441
10 N -0.452
11 N -0.146
12 N -0.172
13 N -0.638
14 F -0.406
15 H 0.205
16 H 0.212
17 H 0.201
18 H 0.230
19 H 0.226
20 H 0.199
21 H 0.387

(6)
The following is a DFT calculation (ωB97M-V/def2-TZVPD) of C8H7MgN3O4 as an isolated structure in a non-equilibrium geometry.

Geometry as XYZ:
```
23
C8H7MgN3O4 (ωB97M-V/def2-TZVPD)
O 0.1681 3.3421 -1.1134
C -0.1445 2.2409 -0.8183
Mg -0.5098 -1.0706 0.5432
C 1.4496 -1.1553 -0.5242
C -2.2567 -1.3247 -1.0002
O 2.5009 -1.2952 -0.9632
O -3.0987 -1.6864 -1.7169
C -1.8107 -1.0409 4.9055
N -0.6853 -0.3262 4.3037
C 0.3671 0.2380 5.0131
C 1.3654 0.8106 4.2936
C 1.3549 0.7690 2.8641
N 0.3547 0.1401 2.1827
C -0.6630 -0.4099 2.9498
O -1.5455 -1.1000 2.2780
N 2.3207 1.3174 2.0790
H -1.8299 -2.0796 4.5429
H -2.7407 -0.5785 4.5495
H -1.7644 -1.0186 6.0003
H 0.2827 0.1732 6.1063
H 2.2141 1.2986 4.7909
H 3.0799 1.8172 2.5508
H 2.2367 1.2988 1.0704
```

Output
spin multiplicity: 1
charge: +2
orbital gap: 8.3 eV
E_HOMO: -0.6136 Ha

Charges computed using natural (NBO), reported in e:
1 O -0.424
2 C 0.442
3 Mg 1.695
4 C 0.383
5 C 0.402
6 O -0.298
7 O -0.304
8 C -0.420
9 N -0.368
10 C 0.155
11 C -0.349
12 C 0.492
13 N -0.752
14 C 0.760
15 O -0.831
16 N -0.727
17 H 0.243
18 H 0.246
19 H 0.246
20 H 0.275
21 H 0.277
22 H 0.440
23 H 0.416

(7)
The following is a DFT calculation (ωB97M-V/def2-TZVPD) of an isolated ion of composition C8H7N2O and charge +1 in a non-equilibrium geometry.

Geometry as XYZ:
```
18
C8H7N2O (ωB97M-V/def2-TZVPD)
C -0.6189 -2.4735 -0.1099
C -1.4304 -1.4679 0.4005
C 0.6926 -2.1343 -0.3448
C -0.9226 -0.1985 0.4502
C 1.2470 -0.8550 -0.1411
C 0.2630 1.7295 -0.0271
C 3.6792 -0.4817 0.1002
C 1.3152 2.4982 -0.2174
N 0.3342 0.2122 0.1018
N 2.6324 -1.0293 -0.1673
O 4.7485 -0.1597 0.3358
H -0.9828 -3.4746 -0.2710
H -2.4465 -1.6477 0.7107
H 1.3913 -2.8987 -0.6555
H -1.5906 0.5773 0.7875
H -0.7435 2.0888 -0.0013
H 1.1735 3.5612 -0.3218
H 2.3315 2.1464 -0.2744
```

Output
SMILES string: C=Cn1ccccc1=[N+]=C=O
spin multiplicity: 1
energy relative to the best compared isomer or geometry (same formula, charge and spin): 3.2 kcal per mole
charge: +1
orbital gap: 8.8 eV
E_HOMO: -0.5103 Ha

Charges computed using natural (NBO), reported in e:
1 C -0.078
2 C -0.234
3 C -0.217
4 C 0.091
5 C 0.433
6 C -0.031
7 C 0.921
8 C -0.326
9 N -0.316
10 N -0.573
11 O -0.387
12 H 0.257
13 H 0.262
14 H 0.264
15 H 0.235
16 H 0.235
17 H 0.249
18 H 0.217

(8)
The following is a DFT calculation (ωB97M-V/def2-TZVPD) of an isolated ion of composition C8H7N2O3 and charge -1 in a non-equilibrium geometry.

Geometry as XYZ:
```
20
C8H7N2O3 (ωB97M-V/def2-TZVPD)
C -0.0418 1.2165 2.8515
C 0.9479 0.3109 2.4648
C -1.0044 1.1807 1.8527
C 0.4867 -0.3674 1.3027
C 0.8866 -1.3347 -0.7618
C 0.5339 -0.4011 -2.9498
C 0.5628 -0.2598 -1.5580
C -1.5442 -0.4450 0.0826
N 1.0714 -1.3813 0.5408
N -0.7736 0.1302 1.0214
O 0.6293 -1.4826 -3.5339
O 0.4177 0.7706 -3.7153
O -2.4828 0.0441 -0.5224
H 0.1650 1.8793 3.7967
H 1.8342 0.0038 2.9190
H -1.9128 1.7785 1.7810
H 1.0427 -2.1932 -1.2594
H 0.4180 0.7305 -1.1257
H -1.1927 -1.5232 -0.0816
H -0.0439 1.3434 -3.1053
```

Output
SMILES string: O=Cn1cccc1/N=C\C=C(/[O-])O
spin multiplicity: 1
energy relative to the best compared isomer or geometry (same formula, charge and spin): 37.8 kcal per mole
charge: -1
orbital gap: 7.0 eV
E_HOMO: -0.1260 Ha

Charges computed using natural (NBO), reported in e:
1 C -0.256
2 C -0.385
3 C -0.125
4 C 0.351
5 C 0.129
6 C 0.733
7 C -0.614
8 C 0.581
9 N -0.596
10 N -0.454
11 O -0.682
12 O -0.716
13 O -0.593
14 H 0.213
15 H 0.212
16 H 0.211
17 H 0.188
18 H 0.188
19 H 0.148
20 H 0.466

(9)
The following is a DFT calculation (ωB97M-V/def2-TZVPD) of a 2-piece molecular cluster, C8H7N2O3 overall in a non-equilibrium geometry.

Geometry as XYZ:
```
20
C8H7N2O3 (ωB97M-V/def2-TZVPD)
C 1.6395 2.9929 -1.6334
C 1.5429 1.8079 -2.3608
C 1.0967 3.0211 -0.3875
C 0.1620 0.9679 -0.7854
C -1.6794 -0.7387 0.5835
C -0.9222 -1.7421 1.0959
C -1.6845 -2.9229 1.5912
C 0.5292 -1.7718 0.7894
N 0.5798 0.8968 -2.0799
N 0.4352 1.9602 0.0241
O -1.2445 -4.0624 1.6697
O -2.9642 -2.7313 1.9319
O -2.6118 -0.0427 0.3924
H 2.4448 3.6584 -1.8583
H 2.0750 1.6735 -3.3104
H 0.9374 3.9714 0.0773
H 1.1372 -1.6047 1.8139
H 0.7162 -0.8516 0.1540
H 0.9234 -2.7272 0.4837
H -3.1125 -1.7548 1.8088
```

Output
spin multiplicity: 1
energy relative to the best compared isomer or geometry (same formula, charge and spin): 93.6 kcal per mole
charge: -1
orbital gap (spin up / spin down): 6.5 / 6.5 eV
E_HOMO (spin up / spin down): -0.1083 / -0.1083 Ha

Charges computed using natural (NBO), reported in e:
1 C -0.374
2 C 0.036
3 C 0.048
4 C 0.104
5 C 0.740
6 C -0.483
7 C 0.777
8 C -0.624
9 N -0.513
10 N -0.552
11 O -0.633
12 O -0.676
13 O -0.515
14 H 0.190
15 H 0.166
16 H 0.166
17 H 0.173
18 H 0.272
19 H 0.216
20 H 0.482

(10)
The following is a DFT calculation (ωB97M-V/def2-TZVPD) of an isolated ion of composition C8H7N2OS and charge +1 in a non-equilibrium geometry.

Geometry as XYZ:
```
19
C8H7N2OS (ωB97M-V/def2-TZVPD)
C -2.4393 -1.6554 -0.1537
C 0.1893 2.3302 -0.0768
C -1.1065 2.7558 -0.0004
C 0.2908 0.9269 0.0723
C -0.9620 0.3197 0.1294
C -0.0685 -1.9305 0.1737
C -1.1227 -1.0978 0.0141
C 1.4426 -0.0656 -0.0772
N -3.4485 -2.1427 -0.0866
N 1.1737 -1.3127 0.7026
O 1.5957 -0.5332 -1.2973
S -2.2048 1.4313 0.2663
H 1.0898 2.7860 -0.3990
H -1.4819 3.8022 -0.0062
H -0.3419 -2.9490 -0.0035
H 2.3385 0.2398 0.4747
H 1.0316 -1.0613 1.6528
H 2.0713 -1.8532 0.6334
H 1.9529 0.0094 -2.0188
```

Output
SMILES string: N#CC1=C[NH2+][C@@H](O)c2ccsc21
spin multiplicity: 1
charge: +1
orbital gap: 8.4 eV
E_HOMO: -0.4763 Ha

Charges computed using natural (NBO), reported in e:
1 C 0.218
2 C -0.247
3 C -0.353
4 C -0.089
5 C -0.302
6 C -0.042
7 C -0.083
8 C 0.273
9 N -0.179
10 N -0.513
11 O -0.709
12 S 0.599
13 H 0.244
14 H 0.277
15 H 0.274
16 H 0.184
17 H 0.446
18 H 0.467
19 H 0.536

(11)
The following is a DFT calculation (ωB97M-V/def2-TZVPD) of one molecule with the formula C8H7N3 in a non-equilibrium geometry.

Geometry as XYZ:
```
18
C8H7N3 (ωB97M-V/def2-TZVPD)
C -2.0301 0.1619 1.7967
C -3.1170 0.2763 0.7789
C -2.6626 0.2635 -0.5442
C -0.4234 -0.0225 0.1206
C -0.7937 -0.0292 1.5048
C 0.9494 -0.1467 -0.2528
C 3.0051 0.4648 -0.7538
C 2.9358 -0.9010 -0.8818
H -2.3995 0.0521 2.7926
H -4.1638 0.3981 0.8916
H -3.3632 0.3945 -1.4192
H -0.2873 0.1405 2.1798
H 1.5635 1.9252 -0.4602
H 3.6391 0.9820 -0.9775
H 3.4715 -1.7246 -0.9635
N -1.3759 0.0499 -0.8730
N 1.8149 0.8994 -0.4187
N 1.6122 -1.3165 -0.5160
```

Output
SMILES string: c1ccc(-c2ncc[nH]2)nc1
spin multiplicity: 1
energy relative to the best compared isomer or geometry (same formula, charge and spin): 112.7 kcal per mole
charge: 0
orbital gap: 9.3 eV
E_HOMO: -0.3213 Ha

Charges computed using natural (NBO), reported in e:
1 C -0.135
2 C -0.244
3 C 0.020
4 C 0.183
5 C -0.222
6 C 0.255
7 C -0.051
8 C -0.110
9 H 0.208
10 H 0.222
11 H 0.199
12 H 0.180
13 H 0.423
14 H 0.157
15 H 0.209
16 N -0.397
17 N -0.479
18 N -0.416

(12)
The following is a DFT calculation (ωB97M-V/def2-TZVPD) of one molecule with the formula C8H7N3 in a non-equilibrium geometry.

Geometry as XYZ:
```
18
C8H7N3 (ωB97M-V/def2-TZVPD)
C 2.0354 -0.6577 -1.7156
C 1.5084 -1.9588 -1.8495
C 0.2985 -2.2443 -1.2379
C 0.1265 -0.0923 -0.4103
C 1.3183 0.1861 -0.9561
C -0.6303 0.7815 0.4411
C -1.6228 1.5085 2.3613
C -1.8659 2.3932 1.3364
H 2.7446 -0.4482 -2.3640
H 2.0228 -2.6072 -2.4246
H -0.1270 -3.4028 -1.1936
H 1.6113 1.1664 -0.8421
H -0.6286 -0.5321 2.2485
H -1.7411 1.4463 3.5944
H -2.4721 3.4369 1.5879
N -0.4117 -1.3773 -0.4609
N -0.9168 0.4894 1.7238
N -1.2494 1.9123 0.1611
```

Output
SMILES string: c1ccc(-c2ncc[nH]2)nc1
spin multiplicity: 1
energy relative to the best compared isomer or geometry (same formula, charge and spin): 65.7 kcal per mole
charge: 0
orbital gap: 9.2 eV
E_HOMO: -0.3216 Ha

Charges computed using natural (NBO), reported in e:
1 C -0.144
2 C -0.247
3 C 0.037
4 C 0.147
5 C -0.223
6 C 0.286
7 C -0.115
8 C -0.106
9 H 0.210
10 H 0.210
11 H 0.199
12 H 0.221
13 H 0.432
14 H 0.236
15 H 0.225
16 N -0.399
17 N -0.515
18 N -0.453